ORCA calculation (wB97M-V/def2-TZVPD) on a molecular structure, C8H25AgNO5.

Positions of all 40 atoms, in Å:
Ag (1.179544, 0.104232, 0.624016)
O (3.656286, -0.335645, 2.756563)
H (3.202152, -1.177636, 2.954925)
O (3.436400, 3.300029, 1.348944)
H (3.729556, 4.229129, 1.275692)
C (0.026456, 3.818692, -3.184283)
C (1.454055, 3.398525, -3.096956)
O (1.602895, 2.561236, -2.011199)
H (-0.322198, 4.530969, -2.436482)
H (-0.699430, 3.014475, -3.304381)
H (-0.040368, 4.368678, -4.122977)
H (2.058347, 4.276608, -2.869158)
H (1.747060, 2.953002, -4.047620)
H (2.004342, 3.066792, -1.300677)
C (-3.094952, 0.116730, 3.005226)
C (-2.155216, 1.182467, 3.587521)
O (-0.855633, 0.908201, 3.127562)
H (-2.960669, -0.882216, 3.420170)
H (-3.081255, 0.028069, 1.918936)
H (-4.141539, 0.405283, 3.102654)
H (-2.163124, 1.270343, 4.673945)
H (-2.571397, 2.135473, 3.260925)
H (-0.233080, 1.392962, 3.674397)
C (0.798651, -2.304420, -2.314679)
C (-0.612106, -2.360588, -1.683414)
C (-0.747146, -3.186746, -0.394630)
O (0.281649, -2.727883, 0.543389)
C (0.503558, -3.608276, 1.599374)
N (-0.877823, -0.970334, -1.503413)
H (0.738090, -1.670451, -3.199283)
H (1.180152, -3.293497, -2.568206)
H (1.535925, -1.833158, -1.664737)
H (-1.271720, -2.744363, -2.461701)
H (-0.627652, -4.238145, -0.656127)
H (-1.744379, -3.111282, 0.038878)
H (1.175059, -3.187005, 2.347516)
H (0.888270, -4.529434, 1.161708)
H (-0.465955, -3.812505, 2.053736)
H (-0.659758, -0.280825, -2.208487)
H (-1.873044, -0.807487, -1.447668)

Atomic forces in eV per Å
Ag 0.91 0.01 0.77
O -1.41 -0.67 -0.70
H 0.32 0.28 0.05
O -0.29 0.60 -0.57
H -0.24 -0.47 -0.01
C -0.96 1.09 -1.48
C -0.35 0.88 0.71
O 0.34 -1.60 0.62
H 0.23 -0.33 0.38
H 0.20 -0.29 0.34
H -0.28 0.29 -0.31
H 0.20 0.27 -0.72
H 0.32 -0.28 0.10
H 0.42 -0.19 0.76
C -0.56 0.05 0.16
C -0.84 -0.44 -0.62
O 0.08 0.11 -0.13
H 0.11 0.08 0.09
H 0.93 0.14 -0.13
H -0.14 0.08 0.75
H -0.21 -0.56 0.21
H 0.41 0.43 -0.40
H 0.39 0.05 -0.13
C 0.04 -0.82 0.31
C 1.64 0.35 -1.19
C 1.44 1.02 0.23
O -1.03 0.63 -1.69
C -0.63 -0.57 -0.08
N -1.87 1.93 1.59
H 0.01 -0.27 -0.18
H 0.02 0.00 -0.17
H -0.18 -0.05 0.27
H -0.26 -0.65 0.10
H 0.41 -0.22 0.07
H -0.12 0.34 0.22
H 0.06 0.13 -0.33
H 0.28 -0.35 0.42
H -0.05 -0.28 0.48
H 1.02 -0.62 -0.48
H -0.38 -0.08 0.72

Computed properties:
Lowest unoccupied orbital energy (eV): 2.219
Net charge: -1
HOMO-LUMO gap (eV): 4.447

natural (NBO) atomic charge list, values in e, 8 entries: 0.796, -1.227, 0.369, -1.337, 0.379, -0.619, -0.061, -0.748

ORCA calculation (wB97M-V/def2-TZVPD) on a molecular structure, C4H11N5O4PdSSe3Te.

Positions of all 30 atoms, in Å:
Pd (0.026115, -0.412527, 0.453259)
C (4.891407, 1.897660, -0.675583)
N (4.256115, 0.808043, 0.038623)
C (5.000557, -0.434181, 0.184420)
C (3.051540, 0.939852, 0.666849)
N (2.460873, 0.126030, 1.444174)
N (2.438781, 2.199184, 0.425481)
C (1.113519, 2.483751, 0.318986)
N (0.875292, 3.801757, 0.019636)
N (0.136876, 1.644364, 0.427834)
H (5.914102, 1.608465, -0.900636)
H (4.960450, 2.810125, -0.073576)
H (4.395519, 2.121837, -1.624846)
H (5.663602, -0.538440, -0.671631)
H (4.323713, -1.284212, 0.164120)
H (5.602276, -0.441918, 1.098635)
H (2.921037, -0.777877, 1.490908)
H (3.028915, 2.909687, 0.029341)
H (1.563972, 4.481912, 0.291952)
H (-0.075950, 4.122283, 0.073542)
H (-0.742074, 2.093847, 0.191651)
Se (-2.768277, -0.243335, -0.858355)
Se (-4.355020, 1.376855, 2.459840)
Te (-2.740848, -0.002422, 1.422889)
Se (-0.879025, -0.540396, 2.797309)
O (0.950818, -0.817739, -1.401967)
S (1.204207, -2.278650, -1.000691)
O (0.969678, -3.181933, -2.080367)
O (0.064473, -2.374951, 0.058823)
O (2.479457, -2.405972, -0.326720)

Atomic forces in eV per Å
Pd 1.23 -0.55 -0.78
C 0.01 -0.02 -0.07
N 0.01 -0.04 -0.08
C 0.00 0.00 0.02
C -0.06 -0.04 0.20
N 0.06 0.06 0.02
N 0.09 0.01 -0.07
C -0.13 -0.10 0.08
N 0.04 0.10 -0.12
N -0.16 0.04 -0.06
H -0.02 0.00 -0.01
H 0.05 0.01 0.00
H -0.02 0.02 0.02
H 0.01 0.00 0.01
H -0.03 -0.03 -0.01
H -0.03 -0.02 0.03
H -0.02 0.05 -0.07
H -0.02 -0.04 0.03
H -0.02 0.01 0.05
H 0.02 0.00 0.01
H 0.07 0.03 0.13
Se -0.41 -0.23 -1.05
Se 0.16 -0.24 -0.17
Te -0.72 0.59 1.21
Se 0.12 -0.18 -0.27
O 0.05 0.44 0.35
S -0.27 0.12 0.33
O -0.08 0.01 -0.08
O -0.01 0.02 0.45
O 0.08 -0.03 -0.11

Computed properties:
Lowest unoccupied orbital energy (eV): -3.275
Net charge: 0
HOMO-LUMO gap (eV): 5.021
Energy relative to the best compared isomer or geometry (same formula, charge and spin) (kJ/mol): 273.4

natural (NBO) atomic charge list, values in e, 8 entries: 0.854, -0.417, -0.432, -0.424, 0.610, -0.786, -0.619, 0.657

ORCA calculation (wB97M-V/def2-TZVPD) on 9 unconnected molecules or ions with the total composition C5H30N2O8.

Positions of all 45 atoms, in Å:
C (-2.522989, -0.518840, -2.760283)
C (-1.643268, 0.788364, -2.708649)
C (-2.005836, 1.982549, -1.800801)
C (-0.835666, 3.028229, -1.676608)
C (0.521971, 2.362521, -1.410101)
N (0.611743, 1.754614, -0.079164)
N (-2.667285, -1.050534, -1.390855)
H (-3.481591, -0.290362, -3.265109)
H (-1.961351, -1.207737, -3.409709)
H (-1.364421, 1.189639, -3.672335)
H (-0.735447, 0.364207, -2.315609)
H (-1.987053, 1.563951, -0.768383)
H (-2.941851, 2.428106, -2.136689)
H (-0.657599, 3.664779, -2.566310)
H (-1.026755, 3.812729, -0.918304)
H (0.714239, 1.649199, -2.218972)
H (1.341435, 3.143726, -1.430260)
H (-0.309382, 1.419014, 0.185230)
H (1.195594, 0.930435, -0.041395)
H (-3.623282, -1.253715, -1.147319)
H (-2.128571, -0.526676, -0.722552)
H (0.411051, -1.306100, 1.107830)
H (1.602976, -1.934495, 0.338631)
O (1.190726, -1.100389, 0.583042)
H (-1.030042, -4.259656, 1.058908)
H (-0.458322, -3.085025, 1.866061)
O (-0.409000, -3.527596, 1.003800)
H (-0.987219, -2.701276, -1.860397)
H (-0.300173, -2.992115, -0.583557)
O (-0.115612, -2.610687, -1.461947)
H (-0.042666, 0.974477, 3.617624)
H (0.837344, 0.013155, 4.434056)
O (-0.016536, 0.461818, 4.442185)
H (4.229399, -0.505687, 0.683133)
H (3.262856, 0.065901, 1.807599)
O (4.046879, -0.444194, 1.619861)
H (-1.912061, -1.936154, 3.414655)
H (-0.652071, -0.870642, 3.752967)
O (-1.006265, -1.656323, 3.260208)
H (3.491319, 0.042587, -2.417661)
H (1.908356, -0.278540, -2.379617)
O (2.793445, -0.626208, -2.446843)
H (0.665098, 2.297448, 1.794211)
H (1.217020, 3.528499, 2.618518)
O (0.750711, 2.690291, 2.686152)

Atomic forces in eV per Å
C 0.19 1.70 0.09
C 0.05 -0.44 0.35
C 1.40 -0.53 0.62
C 0.27 0.49 -0.68
C 0.97 1.15 0.32
N -0.72 -0.13 0.30
N -0.23 -0.42 -1.41
H 0.19 -0.33 0.48
H -0.24 0.04 0.18
H -0.23 -0.22 -0.67
H 0.69 -0.07 0.21
H -1.22 0.42 -0.50
H -0.06 0.10 0.58
H -0.44 -0.63 -0.07
H -0.19 -0.72 0.06
H 0.17 0.13 0.13
H -0.92 -0.70 -0.33
H 0.02 -0.16 -0.06
H 0.15 -0.21 -0.22
H 0.15 0.35 0.37
H -0.32 -0.08 0.24
H 0.02 -0.22 -0.10
H -0.18 -0.04 -0.06
O 0.23 0.63 0.36
H 0.03 -0.08 0.00
H -0.07 0.15 0.08
O -0.13 -0.36 0.64
H -0.05 0.30 -0.25
H 0.40 0.36 -0.15
O -0.25 -0.43 -0.26
H 0.36 0.48 0.41
H 0.22 0.34 0.11
O -0.07 -0.38 -0.31
H -0.51 0.25 -0.20
H -0.36 0.10 -0.60
O 0.90 -0.41 0.77
H 0.15 0.71 0.51
H -1.17 -0.36 0.28
O 0.67 -0.78 -1.04
H -0.84 0.15 -0.02
H -0.10 0.53 0.14
O 0.97 -0.76 -0.04
H 0.45 0.80 -0.24
H -0.06 -0.20 -0.25
O -0.31 -0.55 0.28

Computed properties:
Lowest unoccupied orbital energy (eV): 0.281
Net charge: 0
HOMO-LUMO gap (eV): 9.461
Energy relative to the best compared isomer or geometry (same formula, charge and spin) (kJ/mol): 239.3

natural (NBO) atomic charge list, values in e, 8 entries: -0.205, -0.417, -0.400, -0.410, -0.215, -0.884, -0.871, 0.181

ORCA calculation (wB97M-V/def2-TZVPD) on a molecular structure, C35H29BrN6O6S2Ta.

Positions of all 80 atoms, in Å:
Ta (0.069154, 0.178750, 1.881473)
C (-0.425525, 5.293294, -3.169740)
C (-0.526658, 5.324573, -1.632007)
C (-1.237723, 6.611848, -1.186831)
C (0.926941, 5.405635, -1.135059)
C (-1.371836, 4.109709, -1.174693)
C (-2.624451, 3.993260, -1.806768)
C (-3.557490, 3.027993, -1.507199)
C (-3.187167, 2.069999, -0.578934)
S (-4.174276, 0.825145, 0.127463)
C (-2.851275, 0.352581, 1.111448)
N (-1.742051, 1.009088, 0.883409)
C (-1.924976, 2.075323, 0.007814)
C (-1.048823, 3.156721, -0.197893)
C (-2.880813, -0.591131, 2.212314)
C (-4.045201, -1.255737, 2.589719)
C (-4.042050, -2.012641, 3.745595)
C (-2.882248, -2.082184, 4.508324)
C (-1.719672, -1.445530, 4.095144)
C (-1.673612, -0.681679, 2.930108)
H (0.201121, 6.120205, -3.506308)
H (-1.387957, 5.402364, -3.664686)
H (0.028716, 4.361513, -3.511803)
H (-0.679350, 7.485025, -1.529607)
H (-1.311742, 6.661658, -0.098459)
H (-2.246383, 6.677565, -1.594087)
H (1.435061, 6.185677, -1.701452)
H (1.484426, 4.481085, -1.293135)
H (1.010475, 5.728347, -0.091491)
H (-2.898406, 4.739500, -2.536964)
H (-4.535151, 3.030899, -1.967715)
H (0.493552, 4.234932, 0.579725)
H (-4.950450, -1.167187, 2.000166)
H (-4.937245, -2.529908, 4.062502)
H (-2.883190, -2.644287, 5.433534)
H (-0.844746, -1.543992, 4.724887)
Br (2.191367, 0.586732, -5.382666)
C (1.192391, -0.472099, -4.186981)
C (0.613061, -1.652129, -4.631804)
C (-0.109703, -2.446061, -3.750791)
C (-0.256046, -2.064596, -2.428732)
C (0.326582, -0.875056, -1.999936)
C (1.054051, -0.070460, -2.871942)
C (0.196763, -0.455932, -0.604065)
O (0.681741, 0.628222, -0.161945)
O (-0.427222, -1.146142, 0.272146)
H (0.730340, -1.948358, -5.665453)
H (-0.559509, -3.363000, -4.107121)
H (-0.818291, -2.670382, -1.730300)
H (1.508968, 0.844369, -2.518468)
O (-0.573747, 1.984157, 2.884572)
S (0.593588, 2.548154, 1.999538)
N (0.064283, 3.327637, 0.643251)
C (1.877723, -3.531363, 4.134450)
C (1.379693, -2.302779, 3.773026)
N (0.806563, -2.052269, 2.572218)
C (0.713739, -3.091616, 1.742871)
C (1.231102, -4.356134, 2.002841)
C (1.815674, -4.586024, 3.233512)
C (1.146802, -5.398011, 0.959393)
C (1.585784, -5.318340, -0.300330)
C (2.322785, -4.229873, -0.972751)
C (2.787758, -4.428498, -2.268661)
C (3.459932, -3.379330, -2.873063)
N (3.681445, -2.223962, -2.254364)
C (3.223426, -2.142033, -1.010643)
N (2.553051, -3.070399, -0.343880)
H (2.319470, -3.650428, 5.113345)
H (1.424965, -1.487808, 4.477925)
H (0.222179, -2.928744, 0.800384)
H (2.224345, -5.556727, 3.483797)
H (0.683294, -6.331821, 1.260727)
H (1.426070, -6.188722, -0.926811)
H (2.624086, -5.362566, -2.788332)
H (3.832715, -3.466401, -3.887908)
H (3.409768, -1.210874, -0.482665)
O (1.385896, 0.461970, 3.573723)
N (2.509410, 0.235400, 2.964829)
O (3.555324, 0.243495, 3.516568)
O (2.329404, 0.010389, 1.731701)

Atomic forces in eV per Å
Ta 0.22 0.32 0.28
C 0.01 0.01 -0.01
C 0.01 0.04 0.01
C 0.00 0.00 -0.02
C 0.02 -0.01 0.01
C 0.00 -0.04 -0.06
C 0.01 -0.03 0.05
C 0.04 0.04 -0.02
C -0.07 -0.05 -0.02
S 0.07 -0.01 -0.02
C -0.01 -0.02 -0.05
N -0.19 0.35 0.13
C -0.04 -0.02 -0.07
C 0.01 -0.08 -0.14
C 0.01 -0.06 -0.03
C 0.01 0.01 0.04
C 0.01 0.00 -0.01
C -0.03 0.00 0.00
C 0.04 0.05 0.08
C -0.27 -0.13 -0.15
H -0.01 0.00 0.00
H -0.02 -0.02 0.01
H 0.01 0.00 0.00
H 0.00 0.00 0.00
H 0.00 0.00 0.00
H 0.00 0.00 0.00
H -0.01 0.00 -0.01
H -0.01 -0.01 0.03
H 0.00 -0.02 0.00
H 0.00 0.00 -0.01
H 0.00 0.00 0.01
H -0.08 0.08 0.09
H 0.00 0.01 -0.01
H 0.00 0.00 0.00
H 0.01 0.00 0.00
H 0.00 0.01 -0.02
Br 0.01 0.02 -0.01
C -0.02 -0.01 0.05
C 0.01 0.00 -0.02
C 0.00 -0.01 -0.02
C 0.02 0.00 0.02
C -0.05 0.03 0.00
C 0.00 0.01 -0.04
C -0.16 0.03 -0.01
O 0.11 -0.08 -0.17
O 0.02 -0.26 -0.26
H -0.01 0.00 0.00
H 0.00 0.00 0.01
H 0.00 0.00 0.00
H 0.00 -0.01 0.01
O 0.09 -0.16 0.04
S 0.02 0.09 -0.02
N 0.02 0.04 0.09
C 0.02 -0.04 0.00
C -0.03 0.11 0.02
N -0.01 -0.15 0.23
C 0.02 0.05 -0.18
C 0.02 0.00 0.01
C -0.07 0.04 -0.02
C 0.03 0.02 -0.11
C -0.06 0.01 0.09
C 0.03 0.02 -0.03
C -0.04 0.02 0.01
C -0.01 -0.02 -0.01
N 0.02 0.01 -0.04
C 0.01 0.02 0.04
N 0.01 -0.04 0.03
H 0.00 0.00 0.00
H 0.01 0.02 -0.02
H 0.02 -0.01 0.09
H 0.00 0.00 0.00
H 0.04 -0.02 0.02
H 0.02 -0.01 0.00
H 0.00 0.00 0.00
H 0.00 0.00 0.00
H 0.00 -0.02 -0.01
O 0.02 0.03 0.19
N 0.24 -0.05 0.09
O -0.10 -0.01 -0.06
O 0.04 -0.05 -0.13

Computed properties:
Lowest unoccupied orbital energy (eV): -3.001
Net charge: +1
HOMO-LUMO gap (eV): 7.791
Energy relative to the best compared isomer or geometry (same formula, charge and spin) (kJ/mol): 23.5

Löwdin atomic charge list, values in e, 8 entries: 1.819, -0.043, -0.523, -0.034, -0.063, -0.083, -0.026, -0.062

ORCA calculation (wB97M-V/def2-TZVPD) on a gas-phase ion, C3H6NO2 (charge -1).

Positions of all 12 atoms, in Å:
C (0.588422, -0.119361, 0.263868)
N (-0.711954, 0.505497, 0.256329)
C (-0.868400, 1.854523, -0.169647)
O (0.144379, 2.437924, -0.624932)
O (-2.061753, 2.262882, -0.142692)
C (0.541224, -1.589867, -0.232373)
H (1.243268, 0.569048, -0.254655)
H (0.985267, -0.190466, 1.300371)
H (-1.470328, 0.044296, 0.728454)
H (1.484900, -1.837831, -0.719200)
H (-0.239775, -1.652109, -0.991503)
H (0.364751, -2.284536, 0.585980)

Atomic forces in eV per Å
C -0.54 -0.63 1.36
N 0.95 -0.28 -0.11
C -1.11 0.27 -0.86
O 0.02 -0.22 0.41
O 0.44 -0.01 0.37
C 0.28 1.08 -0.58
H 0.09 -0.19 -0.48
H 0.06 0.22 -0.16
H -0.09 0.33 -0.06
H 0.12 -0.23 0.08
H -0.06 -0.25 0.07
H -0.16 -0.08 -0.04

Computed properties:
Lowest unoccupied orbital energy (eV): 4.069
Net charge: -1
HOMO-LUMO gap (eV): 7.779
Energy relative to the best compared isomer or geometry (same formula, charge and spin) (kJ/mol): 18.7

natural (NBO) atomic charge list, values in e, 8 entries: -0.219, -0.709, 0.863, -0.813, -0.820, -0.626, 0.242, 0.130

ORCA calculation (wB97M-V/def2-TZVPD) on a molecular structure, C12H8AsCoN3O2S4.

Positions of all 31 atoms, in Å:
Co (0.230976, -0.038874, 0.037269)
O (-3.306061, -0.191247, -1.811325)
C (-2.173639, -0.253667, -1.409184)
N (-1.619738, 0.272792, -0.261632)
C (-2.298390, 1.007589, 0.687827)
O (-3.456526, 1.331836, 0.721199)
C (-1.332916, 1.404098, 1.798112)
C (-1.744422, 2.143511, 2.875619)
C (-0.807730, 2.468238, 3.850310)
C (0.492308, 2.036680, 3.697275)
C (0.837138, 1.290102, 2.577721)
N (-0.072264, 0.986694, 1.651585)
C (-1.095174, -0.994888, -2.190070)
C (-1.370420, -1.618374, -3.377988)
C (-0.335617, -2.275534, -4.034670)
C (0.921339, -2.274992, -3.469034)
C (1.126123, -1.620923, -2.260758)
N (0.123797, -0.995563, -1.643677)
H (-2.782290, 2.444233, 2.923030)
H (-1.094928, 3.051172, 4.716403)
H (1.257540, 2.262750, 4.426657)
H (1.854595, 0.936893, 2.431568)
H (-2.382357, -1.574130, -3.757090)
H (-0.514239, -2.779996, -4.975887)
H (1.758690, -2.771159, -3.939659)
H (2.106998, -1.604254, -1.791701)
S (4.308891, 0.177328, 2.237559)
As (3.307262, -0.558866, 0.531236)
S (2.147811, 1.039653, -0.483913)
S (1.444244, -1.633719, 1.082352)
S (4.468998, -1.667382, -0.839137)

Atomic forces in eV per Å
Co 0.37 -0.05 0.09
O -0.39 0.03 -0.12
C 0.49 -0.04 0.15
N -0.33 0.06 -0.04
C 0.51 -0.13 0.00
O -0.41 0.11 0.00
C -0.27 -0.16 -0.39
C -0.15 0.22 0.30
C -0.22 0.04 -0.03
C 0.19 -0.08 -0.06
C -0.01 0.02 0.04
N 0.23 -0.02 0.06
C -0.32 0.26 0.31
C -0.10 -0.19 -0.37
C -0.22 0.04 -0.04
C 0.17 0.02 0.11
C 0.00 -0.02 -0.03
N 0.27 -0.05 0.04
H 0.03 0.01 0.03
H -0.02 0.00 -0.01
H 0.00 -0.01 -0.01
H -0.05 0.02 0.00
H 0.03 -0.02 -0.02
H -0.02 0.01 0.00
H 0.00 0.01 0.01
H -0.06 0.00 -0.03
S -0.18 0.00 -0.09
As 1.25 -0.20 0.21
S -0.45 -0.46 0.22
S -0.18 0.54 -0.37
S -0.17 0.06 0.03

Computed properties:
Lowest unoccupied orbital energy (spin up / spin down) (eV): 2.015 / 0.935
Net charge: -1
HOMO-LUMO gap (spin up / spin down) (eV): 6.424 / 5.339

natural (NBO) atomic charge list, values in e, 8 entries: 0.878, -0.557, 0.659, -0.794, 0.659, -0.557, 0.116, -0.223